Entry 1:
{"formula": "C21H87N5O24V", "method": "wB97M-V/def2-TZVPD", "spin_multiplicity": 3, "charge": 1, "total_energy_ha": -3875.42520, "s_squared": 2.02, "max_force_ha_per_bohr": 0.263, "e_homo_ev": [-10.90, -10.90], "species": ["V", "C", "O", "O", "O", "O", "H", "H", "O", "H", "H", "O", "H", "H", "O", "H", "H", "O", "H", "H", "O", "H", "H", "O", "H", "H", "O", "H", "H", "O", "H", "H", "O", "H", "H", "O", "H", "H", "O", "H", "H", "O", "H", "H", "O", "H", "H", "O", "H", "H", "O", "H", "H", "C", "C", "C", "O", "C", "N", "H", "H", "H", "H", "H", "H", "H", "H", "H", "H", "H", "C", "C", "C", "O", "C", "N", "H", "H", "H", "H", "H", "H", "H", "H", "H", "H", "H", "C", "C", "C", "O", "C", "N", "H", "H", "H", "H", "H", "H", "H", "H", "H", "H", "H", "C", "C", "C", "O", "C", "N", "H", "H", "H", "H", "H", "H", "H", "H", "H", "H", "H", "C", "C", "C", "O", "C", "N", "H", "H", "H", "H", "H", "H", "H", "H", "H", "H", "H"], "positions_angstrom": [[-17.136, 29.089, -12.438], [-17.020, 31.158, -13.635], [-17.153, 31.222, -12.412], [-16.041, 30.417, -13.773], [-18.000, 30.449, -13.895], [-21.379, 28.256, -15.105], [-21.342, 29.106, -14.665], [-21.852, 28.428, -15.919], [-15.869, 29.843, -7.931], [-14.996, 29.512, -7.720], [-15.919, 30.690, -7.487], [-13.384, 28.059, -10.706], [-12.660, 28.163, -11.323], [-12.961, 27.858, -9.872], [-18.719, 27.953, -16.283], [-19.473, 28.403, -15.902], [-19.046, 27.591, -17.106], [-17.798, 27.600, -13.846], [-17.170, 26.893, -13.989], [-18.112, 27.824, -14.722], [-17.593, 26.971, -11.009], [-18.256, 26.280, -11.030], [-17.424, 27.113, -10.077], [-17.634, 27.549, -8.384], [-17.385, 26.978, -7.656], [-17.134, 28.352, -8.239], [-16.575, 33.333, -10.424], [-16.872, 34.167, -10.789], [-16.593, 32.727, -11.165], [-19.511, 32.669, -11.475], [-19.082, 33.498, -11.263], [-18.861, 32.188, -11.988], [-18.919, 32.066, -16.049], [-18.747, 31.268, -15.548], [-18.748, 32.778, -15.433], [-15.328, 27.830, -12.763], [-15.209, 27.033, -13.280], [-14.540, 27.885, -12.222], [-19.406, 30.368, -8.665], [-18.708, 30.102, -8.067], [-19.489, 31.313, -8.531], [-21.040, 25.839, -13.915], [-21.146, 26.755, -14.174], [-20.823, 25.383, -14.728], [-19.027, 29.298, -11.303], [-19.778, 28.757, -11.549], [-19.165, 29.492, -10.376], [-15.379, 28.798, -15.989], [-15.356, 29.222, -15.131], [-14.810, 29.337, -16.539], [-16.183, 29.337, -10.534], [-15.277, 29.127, -10.304], [-16.514, 29.827, -9.782], [-23.382, 28.200, -12.163], [-22.246, 28.408, -11.064], [-22.705, 28.319, -9.647], [-23.889, 29.065, -9.477], [-25.034, 28.390, -9.107], [-21.097, 27.534, -11.433], [-24.136, 28.986, -12.154], [-23.875, 27.242, -11.998], [-23.003, 28.214, -13.185], [-22.053, 29.443, -11.344], [-21.936, 28.717, -8.986], [-22.765, 27.287, -9.302], [-24.856, 27.874, -8.164], [-25.303, 27.605, -9.814], [-25.958, 28.966, -9.060], [-20.947, 26.924, -10.642], [-21.403, 26.805, -12.061], [-22.199, 31.609, -15.878], [-21.670, 31.899, -14.410], [-22.706, 32.153, -13.426], [-23.294, 33.327, -13.888], [-24.532, 33.674, -13.342], [-20.804, 30.839, -13.957], [-22.849, 30.745, -16.017], [-21.317, 31.423, -16.490], [-22.886, 32.395, -16.191], [-21.231, 32.894, -14.336], [-22.303, 32.282, -12.422], [-23.396, 31.312, -13.360], [-25.259, 32.863, -13.352], [-25.011, 34.483, -13.893], [-24.410, 34.051, -12.326], [-19.823, 31.002, -14.132], [-20.919, 30.963, -12.961], [-16.448, 25.020, -16.902], [-16.339, 25.115, -15.411], [-16.190, 23.771, -14.734], [-14.914, 23.159, -15.030], [-14.753, 21.954, -14.382], [-15.356, 26.019, -14.901], [-16.299, 26.028, -17.288], [-17.339, 24.558, -17.327], [-15.604, 24.466, -17.313], [-17.285, 25.595, -15.161], [-16.938, 23.020, -14.989], [-16.169, 23.800, -13.645], [-15.507, 21.206, -14.627], [-14.714, 21.961, -13.292], [-13.741, 21.658, -14.656], [-15.310, 26.873, -15.439], [-14.464, 25.600, -15.123], [-11.494, 31.961, -13.486], [-12.930, 31.896, -13.960], [-13.432, 33.100, -14.862], [-13.199, 34.374, -14.245], [-12.355, 35.414, -14.726], [-13.199, 30.525, -14.473], [-11.246, 31.102, -12.863], [-11.169, 32.935, -13.119], [-10.937, 31.877, -14.419], [-13.404, 31.958, -12.981], [-14.494, 33.042, -15.100], [-12.872, 33.025, -15.794], [-12.501, 36.301, -14.110], [-12.566, 35.798, -15.724], [-11.272, 35.304, -14.658], [-12.974, 30.511, -15.458], [-14.181, 30.315, -14.360], [-18.271, 23.204, -9.309], [-18.859, 23.135, -10.761], [-20.360, 22.834, -10.757], [-20.680, 21.778, -9.824], [-22.117, 21.426, -9.787], [-18.769, 24.416, -11.373], [-17.213, 23.454, -9.232], [-18.452, 22.322, -8.694], [-18.813, 24.066, -8.920], [-18.236, 22.380, -11.241], [-20.733, 22.699, -11.772], [-20.946, 23.719, -10.510], [-22.533, 21.863, -8.880], [-22.211, 20.349, -9.648], [-22.688, 21.846, -10.615], [-17.827, 24.479, -11.731], [-19.338, 24.276, -12.195]], "forces_ev_per_angstrom": [[0.1, 2.4, -1.4], [-0.2, -7.5, 3.9], [0.2, 8.0, 10.9], [9.6, -1.7, -4.7], [-9.5, -2.2, -7.9], [0.2, -0.8, -0.7], [0.3, 1.5, 0.8], [-0.3, -0.1, -0.2], [-0.3, -0.1, 0.0], [0.3, -0.2, 0.1], [-0.1, 0.4, 0.2], [-0.4, 0.2, 0.0], [0.4, 0.2, -0.3], [0.1, -0.2, 0.2], [0.4, 0.0, -0.1], [-0.8, 0.2, 0.2], [0.1, -0.2, -0.2], [0.2, 0.5, 1.8], [0.4, -0.4, 0.2], [-0.3, 0.3, -1.2], [0.8, 0.3, -1.0], [-0.6, -0.6, -0.2], [0.0, 0.2, 0.6], [-0.2, -0.1, 0.0], [0.0, -0.3, 0.2], [0.3, 0.4, 0.2], [0.0, 0.2, 0.5], [0.1, 0.3, 0.0], [0.0, -0.6, -0.5], [-0.8, 0.2, 0.1], [0.0, 0.2, 0.1], [0.6, -0.6, -0.1], [0.0, 0.3, -0.5], [0.3, -0.4, 0.1], [-0.1, 0.3, 0.1], [-0.5, 1.4, 0.7], [-0.4, -1.1, -1.1], [0.1, 0.2, 0.6], [0.1, -0.4, -0.2], [0.0, -0.2, 0.3], [-0.1, 0.4, -0.3], [0.2, -0.9, 0.6], [-0.1, 0.7, -0.4], [0.0, -0.1, -0.2], [1.7, 1.0, -1.0], [-1.0, -1.4, -0.5], [0.2, 0.5, 0.8], [0.1, -0.7, -0.5], [-0.5, 0.4, 0.4], [0.1, 0.1, -0.2], [-0.3, -0.3, -0.7], [0.6, -0.2, -0.3], [-0.2, 0.5, 0.2], [0.0, -0.4, 1.0], [-1.3, 0.2, -3.6], [0.0, -0.1, 0.6], [0.5, 1.3, -0.3], [-0.6, -1.8, 0.2], [-0.6, 0.0, 1.0], [0.0, 0.0, 0.4], [-0.2, -0.1, -0.1], [0.5, -0.1, 0.2], [0.9, 0.3, 0.7], [0.1, 0.4, 0.1], [-0.6, -0.4, -0.2], [-0.3, 0.0, 0.4], [0.2, -0.3, -0.4], [0.6, 0.8, 0.2], [0.7, 0.1, 0.7], [-0.2, 0.2, -0.8], [0.1, 0.4, 1.3], [0.4, -0.1, -2.6], [-1.9, -0.4, 0.8], [-0.8, 0.7, -0.4], [-0.5, 0.3, 0.5], [-0.5, -0.4, 0.6], [0.1, -0.6, 0.8], [-0.2, 0.6, -0.3], [0.7, 0.4, -0.3], [1.0, 0.0, -1.0], [0.3, 0.2, 0.3], [-0.6, -0.1, -0.1], [0.1, -0.4, 0.1], [0.5, 0.0, -0.3], [-0.1, -0.2, 0.3], [-0.1, 0.0, 0.0], [0.7, -0.7, 0.6], [1.5, 0.1, -1.2], [-1.8, -0.5, 0.2], [0.9, -1.3, 0.7], [-0.9, 1.7, -0.6], [1.1, -1.0, 0.3], [1.5, 0.2, 0.2], [-0.5, 0.1, -0.2], [-0.2, 0.2, 0.4], [0.1, -0.2, 0.0], [-0.5, -0.7, 0.5], [-0.5, 0.3, -0.4], [-0.5, 0.7, 0.3], [0.0, -0.1, -0.4], [-0.3, 0.7, 0.4], [-0.2, -0.6, -0.2], [-0.4, 0.6, -0.4], [0.6, -0.2, 0.4], [0.8, 0.5, -2.2], [-0.9, 0.2, 1.6], [1.7, -0.1, 0.3], [0.0, 0.0, 0.5], [0.0, 0.5, -0.1], [0.3, 1.2, 0.1], [-0.1, 0.3, 0.1], [-0.4, -0.1, 0.6], [0.8, -0.4, 0.0], [-1.1, 0.1, -0.2], [-0.1, -0.3, 0.2], [0.1, 0.1, -0.4], [-0.5, -0.2, 0.4], [-0.3, -0.6, -0.4], [0.1, -1.0, 0.0], [0.1, -0.2, -0.2], [0.0, 0.3, 0.0], [-1.0, 0.7, -0.4], [0.4, -1.4, 2.8], [-0.5, -0.9, 1.1], [-1.1, 0.1, -1.4], [1.3, 0.8, 0.8], [0.4, 0.5, -1.1], [0.1, -0.1, -0.5], [-0.2, 0.0, -0.3], [0.0, 0.0, 0.7], [-0.5, -0.3, -0.6], [0.2, -1.0, -0.4], [0.3, 0.5, 0.7], [0.0, 0.2, 0.1], [0.1, 0.1, -0.5], [0.2, -0.4, -0.3], [0.3, 0.4, -0.2], [-0.2, 0.9, -0.7]], "mulliken_spin": [1.9116, 0.0275, -0.0209, 0.0018, -0.0558, -0.0002, -0.0003, 0.0000, 0.0001, 0.0000, 0.0000, -0.0002, 0.0000, 0.0001, -0.0002, -0.0006, 0.0000, 0.0153, 0.0021, 0.0044, 0.0416, 0.0005, -0.0001, 0.0003, 0.0000, -0.0001, -0.0003, -0.0001, 0.0003, 0.0004, -0.0003, 0.0029, -0.0004, 0.0059, -0.0015, 0.0091, 0.0006, 0.0034, -0.0001, 0.0001, 0.0000, 0.0000, 0.0002, -0.0001, 0.0172, 0.0109, 0.0058, -0.0005, 0.0012, -0.0001, 0.0061, 0.0037, 0.0056, 0.0001, 0.0002, 0.0003, 0.0000, 0.0000, -0.0015, 0.0000, 0.0000, -0.0001, -0.0006, 0.0001, -0.0001, 0.0000, 0.0000, 0.0000, -0.0003, 0.0003, 0.0000, -0.0005, 0.0000, 0.0000, 0.0000, 0.0023, 0.0000, 0.0000, 0.0000, 0.0003, -0.0001, 0.0000, 0.0000, 0.0000, 0.0000, 0.0030, -0.0012, 0.0000, 0.0003, 0.0000, 0.0000, 0.0000, -0.0006, -0.0001, 0.0000, 0.0001, 0.0019, 0.0000, 0.0000, 0.0000, 0.0000, 0.0000, -0.0008, 0.0002, 0.0000, -0.0007, 0.0000, 0.0001, 0.0000, -0.0003, 0.0000, 0.0000, 0.0000, -0.0004, 0.0001, 0.0000, 0.0000, 0.0000, 0.0000, 0.0001, 0.0008, 0.0001, -0.0003, 0.0000, 0.0000, 0.0000, 0.0005, -0.0001, 0.0000, -0.0001, 0.0000, 0.0000, 0.0000, 0.0000, 0.0000, 0.0000, 0.0000, -0.0001]}

***

Entry 2:
{"formula": "C22H12F5N2O4STi", "method": "wB97M-V/def2-TZVPD", "spin_multiplicity": 2, "charge": 0, "total_energy_ha": -3002.99198, "s_squared": 0.76, "max_force_ha_per_bohr": 0.019, "e_homo_ev": [-8.34, -8.70], "species": ["Ti", "C", "O", "C", "C", "C", "C", "C", "C", "N", "N", "C", "O", "C", "C", "C", "C", "C", "C", "C", "O", "H", "H", "H", "H", "H", "H", "H", "H", "H", "H", "H", "H", "S", "C", "F", "C", "C", "F", "C", "F", "C", "O", "C", "F", "C", "F"], "positions_angstrom": [[-0.240, 0.575, -1.014], [0.837, -2.962, -3.429], [-0.433, -3.404, -2.956], [-0.944, -2.971, -1.786], [-2.016, -3.706, -1.292], [-2.657, -3.349, -0.117], [-2.227, -2.256, 0.612], [-1.130, -1.522, 0.174], [-1.647, 0.809, 1.069], [-1.491, 2.092, 1.104], [-0.312, 2.765, 1.236], [0.554, 2.899, 0.318], [0.569, 2.188, -0.856], [1.701, 3.814, 0.481], [1.620, 4.861, 1.397], [2.704, 5.702, 1.580], [3.872, 5.503, 0.855], [3.951, 4.465, -0.061], [2.867, 3.622, -0.252], [-0.502, -1.862, -1.055], [0.463, -1.008, -1.591], [1.065, -3.620, -4.263], [1.599, -3.062, -2.656], [0.799, -1.930, -3.773], [-2.337, -4.564, -1.866], [-3.491, -3.942, 0.233], [-2.716, -1.981, 1.538], [-2.691, 0.512, 1.011], [0.706, 5.004, 1.956], [2.635, 6.516, 2.289], [4.718, 6.161, 1.001], [4.858, 4.308, -0.629], [2.925, 2.814, -0.967], [0.958, -0.094, 1.249], [-0.665, -0.287, 0.897], [-5.453, 4.787, -2.638], [-4.595, 3.792, -2.426], [-3.327, 3.834, -2.980], [-2.966, 4.868, -3.737], [-2.432, 2.799, -2.757], [-1.220, 2.866, -3.313], [-2.785, 1.702, -1.987], [-1.946, 0.676, -1.765], [-4.064, 1.673, -1.442], [-4.440, 0.637, -0.688], [-4.962, 2.703, -1.652], [-6.177, 2.648, -1.112]], "forces_ev_per_angstrom": [[-0.6, -0.5, 0.0], [0.1, 0.0, 0.0], [-0.1, 0.1, -0.1], [-0.1, -0.2, 0.1], [0.0, 0.0, 0.0], [0.0, 0.0, 0.0], [0.0, 0.0, 0.1], [-0.1, 0.0, 0.0], [0.0, -0.3, -0.1], [0.4, 0.3, 0.0], [-0.4, -0.2, 0.1], [0.4, -0.2, -0.6], [-0.3, 0.9, 0.4], [-0.1, 0.0, 0.2], [0.1, 0.0, 0.0], [0.0, 0.0, 0.0], [0.0, 0.0, 0.0], [0.0, 0.0, 0.0], [0.0, 0.0, -0.1], [0.4, 0.4, 0.0], [-0.3, -0.4, 0.2], [0.0, 0.0, 0.0], [0.0, 0.0, 0.0], [0.0, -0.1, 0.0], [0.0, 0.0, 0.0], [0.0, 0.0, 0.0], [0.0, 0.0, 0.0], [0.0, 0.0, -0.1], [0.0, 0.0, 0.0], [0.0, 0.0, 0.0], [0.0, 0.0, 0.0], [0.0, 0.0, 0.0], [0.0, 0.0, 0.0], [0.4, 0.0, 0.2], [-0.3, 0.0, -0.1], [0.0, 0.0, 0.0], [0.1, -0.1, 0.0], [0.0, 0.0, 0.0], [0.0, 0.0, 0.0], [-0.2, 0.2, -0.1], [0.1, -0.1, 0.0], [0.0, -0.4, 0.3], [0.3, 0.4, -0.3], [-0.2, 0.2, 0.0], [0.0, -0.1, 0.0], [0.1, 0.0, 0.0], [0.0, 0.0, 0.0]], "nbo_charge": [1.5949, -0.2411, -0.4869, 0.2753, -0.2277, -0.1870, -0.2064, -0.1293, -0.0212, -0.1989, -0.2860, 0.5113, -0.7057, -0.0456, -0.1783, -0.2156, -0.1944, -0.2159, -0.1899, 0.2529, -0.6681, 0.1938, 0.1861, 0.1879, 0.2319, 0.2231, 0.2221, 0.2276, 0.2321, 0.2168, 0.2152, 0.2159, 0.2228, 0.0827, -0.3652, -0.2813, 0.2684, 0.2682, -0.2828, 0.3208, -0.2966, 0.1791, -0.7058, 0.2974, -0.2933, 0.2790, -0.2821]}